C37H96BN9O5 | the ωB97M-V functional and the def2-TZVPD basis

Each line ends with the Mulliken charge.
Geometry (Å):
B1 0.67632 -0.40076 0.76054  4.508
H1 1.47261 -0.32659 -0.05814  -1.128
H2 0.49571 -1.45799 1.15476  -0.357
H3 0.97233 0.33622 1.57577  -1.149
H4 -0.29696 -0.03040 0.27590  -0.884
C1 4.22157 -1.27688 2.16679  -0.807
C2 4.45798 -1.90158 3.53887  -0.544
N1 3.34114 -2.67774 4.11913  0.263
C3 3.46662 -3.68446 5.06749  -0.448
C4 2.19290 -4.18762 5.23690  -0.512
N2 1.34208 -3.48856 4.40408  0.244
C5 2.04098 -2.55613 3.75492  -0.243
C6 -0.04847 -3.84696 4.22482  -0.958
H5 5.09739 -0.70715 1.85891  0.483
H6 3.45131 -0.50449 2.24434  -0.070
H7 3.91792 -1.97634 1.38878  0.316
H8 4.73256 -1.13536 4.26416  0.293
H9 5.28934 -2.60615 3.52147  0.424
H10 4.41550 -3.82512 5.55930  0.499
H11 1.78964 -5.05927 5.72682  0.496
H12 1.67392 -2.04429 2.87849  0.543
H13 -0.14707 -4.89452 3.93817  0.424
H14 -0.65129 -3.14376 3.65503  0.262
H15 -0.61438 -3.90554 5.16016  0.400
C7 -1.19395 2.97910 -2.08954  -0.525
C8 -2.70819 3.21027 -2.14195  -0.749
N3 -3.12505 4.40868 -2.86720  0.304
C9 -2.63575 5.69045 -2.66485  -0.272
C10 -3.19471 6.46290 -3.64319  -0.576
N4 -4.03405 5.69120 -4.36045  0.069
C11 -4.01256 4.41493 -3.86857  0.009
C12 -4.54825 6.10723 -5.64534  -0.845
H16 -0.90087 2.21532 -1.36436  -0.108
H17 -0.64456 3.88823 -1.84412  0.272
H18 -0.80027 2.54202 -3.00855  0.393
H19 -3.22737 3.12546 -1.18732  0.392
H20 -3.05886 2.31771 -2.66547  0.223
H21 -1.92702 5.91363 -1.88742  0.467
H22 -3.03249 7.48923 -3.93378  0.497
H23 -4.30708 3.51884 -4.38921  0.323
H24 -5.27919 6.90797 -5.56584  0.325
H25 -4.92204 5.29124 -6.26277  0.331
H26 -3.69582 6.40369 -6.25980  0.403
C13 5.18616 3.86505 -1.54515  -0.644
N5 4.11771 4.30691 -0.51930  -0.041
C14 4.59416 3.83061 0.84256  -0.879
C15 4.05403 5.83962 -0.38641  -0.792
C16 2.70695 3.89119 -0.93014  -1.238
C17 2.31473 2.42734 -0.95269  0.980
O1 2.23604 1.98073 0.39301  -0.376
H27 6.15835 3.96618 -1.06962  0.359
H28 4.96583 4.49738 -2.39985  0.382
H29 5.04288 2.79307 -1.66400  0.206
H30 3.83934 4.05412 1.59060  0.213
H31 5.53838 4.30473 1.10245  0.485
H32 4.78931 2.76972 0.69753  0.457
H33 3.66142 6.14215 -1.35763  0.435
H34 5.05403 6.24849 -0.27142  0.407
H35 3.32556 6.10517 0.37360  0.360
H36 2.56716 4.30733 -1.92778  0.411
H37 2.07319 4.37480 -0.18667  0.417
H38 3.09929 1.87160 -1.48098  -0.307
H39 1.40094 2.29362 -1.53405  -0.032
H40 1.74061 1.11474 0.53759  -0.682
C18 5.55568 -3.25218 -2.30046  -0.894
N6 5.07618 -2.20575 -3.23561  0.215
C19 4.47411 -1.11414 -2.43004  -1.661
C20 6.33204 -1.64886 -3.89117  -0.879
C21 4.10094 -2.74852 -4.32548  -0.488
C22 3.06226 -1.74138 -4.85096  -0.347
O2 3.57614 -0.54979 -5.33321  -0.538
H41 5.98433 -4.02932 -2.93378  0.440
H42 4.82363 -3.74767 -1.66353  0.328
H43 6.32824 -2.85527 -1.64435  0.391
H44 5.31375 -0.68871 -1.87761  0.543
H45 3.73788 -1.45869 -1.70747  0.527
H46 4.15398 -0.30999 -3.08803  0.483
H47 6.91533 -1.19384 -3.09299  0.415
H48 6.12049 -0.88679 -4.63834  0.314
H49 6.89311 -2.46610 -4.33843  0.423
H50 3.56763 -3.57543 -3.85540  0.463
H51 4.68406 -3.23198 -5.10875  0.357
H52 2.34725 -1.62347 -4.02579  0.076
H53 2.40886 -2.29504 -5.53345  0.486
H54 3.05196 0.24119 -5.19884  0.350
C23 -3.20399 -3.78900 -3.53989  -0.930
N7 -2.32993 -2.73388 -2.96017  -0.068
C24 -2.09687 -1.76929 -4.13204  -0.714
C25 -3.05620 -2.04208 -1.80474  -1.166
C26 -1.08545 -3.44940 -2.42439  -0.905
C27 -0.16411 -2.52635 -1.59051  0.727
O3 0.27341 -1.38461 -2.29053  -0.481
H55 -4.00641 -3.41294 -4.17699  0.371
H56 -3.70197 -4.46365 -2.84486  0.412
H57 -2.60956 -4.34038 -4.26928  0.456
H58 -2.97769 -1.42617 -4.66913  0.409
H59 -1.43207 -2.20631 -4.87645  0.381
H60 -1.53449 -0.93699 -3.71286  0.180
H61 -4.01204 -1.71790 -2.21308  0.477
H62 -2.42043 -1.22420 -1.47977  0.297
H63 -3.22697 -2.90738 -1.16604  0.537
H64 -0.48995 -3.79983 -3.26913  0.425
H65 -1.46829 -4.34993 -1.94805  0.389
H66 0.74634 -3.06709 -1.32464  0.434
H67 -0.74014 -2.33008 -0.68537  -0.421
H68 0.72061 -0.84046 -1.62290  -0.246
C28 -1.16483 2.51026 2.10370  -0.508
N8 -0.70657 2.73564 3.52116  0.028
C29 -0.02055 4.11049 3.54251  -0.797
C30 -1.90307 2.76688 4.48443  -0.824
C31 0.23666 1.64826 3.95504  -0.285
C32 -0.33149 0.28865 4.21136  -0.621
O4 -1.01380 -0.47823 3.22320  -0.559
H69 -0.29123 2.68154 1.47528  0.053
H70 -1.89098 3.29221 1.88733  0.603
H71 -1.53413 1.49820 1.97238  0.047
H72 0.90264 4.07801 2.97130  0.184
H73 0.30000 4.17296 4.58500  0.491
H74 -0.77009 4.88701 3.42507  0.383
H75 -1.58687 2.78355 5.52381  0.374
H76 -2.57257 1.94727 4.23495  0.323
H77 -2.44668 3.68330 4.25662  0.416
H78 0.91315 1.80142 4.79888  0.525
H79 0.93891 1.68884 3.11725  -0.170
H80 -0.90526 0.22229 5.13895  0.622
H81 0.48736 -0.35047 4.56773  0.130
H82 -0.57576 -0.54322 2.35477  -0.030
C33 -6.68099 -1.71245 3.01996  -0.874
N9 -6.24321 -3.15523 3.05808  -0.062
C34 -6.52354 -3.85774 4.35184  -0.868
C35 -7.07861 -3.80486 1.93771  -0.886
C36 -4.72478 -3.33467 2.85281  -0.925
C37 -4.17456 -2.48526 1.66168  0.143
O5 -2.88963 -3.07698 1.56091  -0.500
H83 -6.57163 -1.25891 2.03753  0.378
H84 -6.16080 -1.09039 3.74937  0.393
H85 -7.72891 -1.56950 3.28517  0.391
H86 -5.92942 -3.37273 5.12438  0.423
H87 -6.24273 -4.90500 4.26528  0.386
H88 -7.57367 -3.75887 4.62142  0.394
H89 -6.74400 -4.83694 1.81899  0.395
H90 -6.79608 -3.37290 0.98166  0.375
H91 -8.11702 -3.77860 2.25191  0.422
H92 -4.66690 -4.36923 2.51442  0.327
H93 -4.22668 -3.27317 3.81551  0.330
H94 -4.18441 -1.40819 1.83051  0.366
H95 -4.71664 -2.72866 0.74360  0.212
H96 -2.28986 -2.43618 1.16163  0.121

Output
Highest occupied orbital energy (eV): -21.284
Kohn-Sham gap (eV): 9.8
Max |F| (eV/Å): 2.71
Charge: +6
ΔE to the lowest compared entry with this formula, charge and spin (eV): 0.983